84
Properties=species:S:1:pos:R:3 method="wB97M-V/def2-TZVPD" e_homo_ev="-4.38 / -4.32" multiplicity=2 e_above_lowest_kj_mol=42.3 total_charge=-1 gap_ev="6.5 / 6.4" fmax_ev_per_a=1.07
C 2.916 4.564 1.676
H 1.154 -5.575 -1.542
C 0.149 2.087 -3.796
C -1.800 1.897 -2.254
H 1.565 1.214 6.401
H -2.504 0.232 5.486
P 0.194 1.482 1.621
H -4.929 3.108 -2.877
C 2.428 -3.942 -2.106
C 0.739 2.399 -4.984
C -2.931 -2.513 -2.422
C 1.000 1.386 4.342
H 2.897 5.632 1.853
P 0.238 -1.546 1.210
C -0.766 -2.787 -3.411
C -5.031 -2.119 -1.287
C -3.358 3.141 -4.310
C -3.141 -0.680 -0.748
H -0.065 -3.305 -4.051
C 0.761 1.116 5.682
H 5.058 2.069 0.867
H 1.801 2.255 -5.134
C -1.228 2.258 -3.515
S -1.481 -2.446 1.596
Br -5.519 -0.105 0.669
H 3.534 -2.132 -2.455
C -1.287 0.831 3.830
H 1.250 -2.564 5.954
C -4.465 -1.051 -0.580
C -1.523 0.563 5.168
C 1.126 -2.512 -0.088
H 1.988 1.694 4.023
Fe -0.885 0.778 -0.803
S -1.233 2.629 0.809
C 1.674 -2.289 4.995
H 0.390 3.177 -6.970
H -2.007 3.593 -6.577
C 1.742 3.831 1.751
C -2.393 -1.421 -1.716
C -1.997 2.851 -4.554
Br -5.104 -4.280 -3.112
C 4.114 3.933 1.363
C 0.787 -3.836 -0.345
H 3.687 -2.193 5.736
H -3.599 2.040 -1.128
C -0.324 -1.674 -2.682
C 2.119 -1.913 -0.859
H -2.074 0.704 3.093
C -3.892 2.869 -3.083
H 2.926 -4.496 -2.892
H -3.952 3.592 -5.097
H -6.068 -2.372 -1.113
C 3.038 -2.077 4.875
C -4.288 -2.836 -2.182
H 0.801 4.323 1.966
C -2.064 -3.199 -3.296
C -1.390 3.159 -5.798
H -0.010 -4.286 0.235
H 0.704 -1.347 -2.761
H -2.433 -4.048 -3.855
C 0.843 -2.145 3.893
C 0.299 0.079 0.693
H -0.682 0.497 7.143
H 5.029 4.509 1.296
C 2.771 -2.619 -1.859
H 2.943 0.776 0.994
C 4.130 2.567 1.122
H 3.164 -1.301 1.590
C -0.062 2.933 -6.017
C 1.749 2.459 1.516
C 3.571 -1.718 3.643
C 1.435 -4.547 -1.346
O -2.560 0.269 -0.096
C 1.362 -1.772 2.659
C 2.736 -1.567 2.547
C 2.951 1.838 1.200
H 4.637 -1.558 3.535
N -1.108 -1.000 -1.872
H 2.344 -0.866 -0.691
H -0.224 -2.315 3.972
C -0.024 1.249 3.412
I 1.276 1.402 -2.174
C -3.120 2.253 -2.076
C -0.499 0.710 6.096

=====

10
Properties=species:S:1:pos:R:3 method="wB97M-V/def2-TZVPD" e_homo_ev="-5.33 / -5.12" multiplicity=2 e_above_lowest_kj_mol=287.7 gap_ev="3.1 / 2.6" fmax_ev_per_a=3.23
O 0.533 0.323 -2.461
C -0.360 -0.248 2.317
C 0.830 0.453 -1.177
H -0.667 0.433 3.150
O -0.584 -1.486 2.492
Sr -1.093 -0.029 -4.021
C 0.261 0.361 1.229
H -0.858 -0.544 -0.407
C 0.052 0.020 -0.120
H 1.887 0.719 -1.001

=====

8
Properties=species:S:1:pos:R:3 method="wB97M-V/def2-TZVPD" e_homo_ev=-9.95 smiles="FC(F)=S.FP" e_above_lowest_kj_mol=66.9 gap_ev=9.8 fmax_ev_per_a=3.47
S -2.781 -0.074 -2.239
P 1.126 -0.606 0.989
H 1.392 -0.766 2.492
C -1.684 0.579 -1.243
H 2.393 -1.433 0.629
F 1.943 0.818 0.807
F -1.891 0.533 0.054
F -0.497 0.948 -1.490

=====

15
Properties=species:S:1:pos:R:3 method="wB97M-V/def2-TZVPD" e_homo_ev=-4.76 e_above_lowest_kj_mol=77.0 total_charge=-1 gap_ev=9.0 fmax_ev_per_a=0.72
H 0.333 0.339 1.460
C -2.057 1.366 -0.697
O 1.427 1.472 0.084
H -0.810 -1.774 0.538
H -3.031 1.795 -1.049
H 2.072 0.007 1.325
N 0.182 -1.955 0.525
H 0.535 1.716 -0.281
C 1.166 0.255 0.761
H 1.835 -1.260 -0.592
O -2.137 0.314 -0.037
H 0.394 -2.877 0.182
O -1.042 2.054 -0.957
C 0.877 -0.894 -0.216
H 0.257 -0.558 -1.046

=====

80
Properties=species:S:1:pos:R:3 method="wB97M-V/def2-TZVPD" e_homo_ev=-8.54 e_above_lowest_kj_mol=0.0 gap_ev=8.6 fmax_ev_per_a=0.81
B -1.152 -2.953 0.268
C 0.636 0.893 3.008
C -2.266 5.980 -0.434
H -2.261 1.434 -0.149
Cl 3.792 3.338 0.059
N -1.822 -1.596 0.643
H -1.915 -2.498 -4.362
C -2.254 -5.256 -0.096
H -0.313 -1.833 4.734
H 2.046 4.709 1.230
C -0.046 -2.918 -3.202
O -0.117 3.067 -0.833
C -3.058 -5.499 1.927
C 1.945 -4.216 1.849
C -3.318 -0.054 1.159
H 0.637 2.800 -0.263
I -2.432 8.416 1.345
C 1.703 -1.312 4.196
I -2.668 3.840 -2.500
C 0.328 -1.112 4.245
K 0.856 -0.730 -1.273
H -3.126 6.414 -0.921
N 1.939 0.662 2.916
O 1.622 0.542 -3.281
C 1.189 1.230 -5.464
H 0.953 2.463 -3.694
H 0.753 -3.004 -3.921
N -2.547 -4.280 1.884
N 1.243 2.802 1.619
H -3.219 -7.161 0.437
N -0.974 -2.927 -1.279
C -2.342 0.451 0.288
H -1.914 -5.325 -1.114
H -0.712 2.022 1.815
H -2.972 -2.518 -1.836
C -0.626 4.198 -0.290
H 0.884 2.053 -6.109
C -2.901 -6.169 0.701
H -0.139 6.502 2.137
Ge 2.899 1.975 1.558
C -0.583 6.025 1.272
C 2.864 0.376 -3.986
C -1.959 -2.675 -2.167
N -1.444 -0.472 -0.018
N 0.209 -3.193 0.951
C 0.186 2.192 2.412
H -1.280 0.198 3.656
H -3.394 -2.159 1.926
H 0.759 0.304 -5.851
H 1.012 4.600 2.646
C -0.057 4.817 0.831
H -0.101 2.861 3.234
C -0.216 0.009 3.649
N -2.067 -4.128 0.628
H 3.227 -2.422 1.454
C 0.613 -4.342 1.532
C -1.743 4.782 -0.889
C 2.477 -0.413 3.501
H 3.158 2.098 -5.270
Cl 3.110 0.224 0.262
H -0.256 1.174 -3.799
H 2.161 -2.180 4.646
C 0.778 1.432 -4.018
H 3.544 -0.537 3.381
N 0.213 -3.075 -1.911
H 3.175 0.564 -6.143
N 1.230 -2.312 0.879
H 2.580 -4.947 2.316
C -1.668 6.607 0.646
C -2.948 -1.367 1.351
H 3.675 0.782 -3.377
H 3.029 -0.696 -4.119
Cl 4.453 2.232 3.038
C 1.128 4.264 1.608
H -3.526 -5.850 2.833
C 2.275 -2.927 1.408
C 2.707 1.106 -5.323
C -1.410 -2.664 -3.427
H -0.065 -5.166 1.674
H -4.176 0.451 1.566

=====

13
Properties=species:S:1:pos:R:3 method="wB97M-V/def2-TZVPD" e_homo_ev="-7.86 / -7.86" e_above_lowest_kj_mol=544.2 gap_ev="6.5 / 6.5" fmax_ev_per_a=4.17
C -0.853 -2.199 -0.896
H -0.762 -3.013 -0.214
H -1.850 -1.827 -0.879
P -0.503 1.756 -0.017
H 0.326 2.733 1.980
O 0.203 1.929 -1.261
O 1.085 -0.916 -0.942
C 0.797 1.955 1.406
O -0.558 -0.148 0.224
H 0.816 1.099 1.958
N -0.020 -1.077 -0.456
H -0.490 -2.589 -1.854
H 1.808 2.296 0.950

=====

8
Properties=species:S:1:pos:R:3 method="wB97M-V/def2-TZVPD" e_homo_ev="-3.96 / -3.95" e_above_lowest_kj_mol=206.2 total_charge=-1 gap_ev="7.6 / 7.6" fmax_ev_per_a=2.90
S -2.616 0.481 0.022
O -2.869 1.217 1.260
H -0.045 -0.991 -0.113
S -3.482 -1.295 -0.082
C -0.073 0.082 -0.063
H 0.329 0.622 -0.895
H 0.161 0.485 0.908
O -2.783 1.264 -1.202

=====

9
Properties=species:S:1:pos:R:3 method="wB97M-V/def2-TZVPD" e_homo_ev=-8.43 e_above_lowest_kj_mol=150.3 gap_ev=8.0 fmax_ev_per_a=3.95
Cl -4.633 -2.488 -1.149
C 0.000 -0.202 -0.008
H 0.830 -0.074 -0.704
H -0.603 0.707 0.024
H 0.366 -0.456 0.984
S -2.842 -3.324 -1.457
O -0.825 -1.324 -0.420
C -1.480 -1.215 -1.487
O -1.695 -0.490 -2.381